[1]
Computed, not measured: C39H40HfIN2S as an isolated structure, with ωB97M-V with the def2-TZVPD basis set.

```
84
Properties=species:S:1:pos:R:3:mulliken_charge:R:1
Hf 0.0169 -0.2751 0.8787 -0.997
C -1.3588 0.6996 -4.9741 -1.156
C -2.2549 1.7958 -4.3581 2.296
C -3.2236 2.2928 -5.4093 -2.279
C -1.4130 3.0194 -3.9220 -1.290
C -2.9433 1.1552 -3.1393 -0.642
C -4.3434 0.9076 -3.1011 -0.459
C -4.9317 0.2658 -2.0565 -1.041
C -4.1152 -0.1724 -1.0351 0.980
S -4.5058 -1.2829 0.2655 -0.394
C -2.9144 -1.1814 0.8845 0.807
N -2.1226 -0.3647 0.1779 0.911
C -2.7743 0.1365 -0.9806 -1.034
C -2.1978 0.7944 -2.0481 0.403
C -2.3411 -2.0653 1.9114 0.889
C -3.1645 -2.9322 2.6681 -1.010
C -2.5487 -3.7468 3.5972 -0.814
C -1.1620 -3.7522 3.7503 -0.818
C -0.3733 -2.8570 3.0231 -0.077
C -0.9218 -1.9948 2.0798 0.355
H -0.8982 1.0315 -5.9201 0.432
H -1.9146 -0.2065 -5.2453 0.372
H -0.5517 0.4283 -4.3293 0.043
H -2.6075 2.6687 -6.2256 0.476
H -3.7338 3.1624 -4.9941 0.470
H -3.8901 1.5440 -5.8569 0.430
H -0.8647 3.3579 -4.8102 0.436
H -0.6788 2.7457 -3.1553 0.105
H -2.0426 3.8354 -3.5588 0.376
H -4.9754 1.1355 -3.9277 0.441
H -5.9899 0.0179 -2.1302 0.400
H -1.1754 1.0648 -2.0938 -0.014
H -4.2395 -2.9169 2.4769 0.442
H -3.1654 -4.4112 4.1921 0.397
H -0.6579 -4.4363 4.4131 0.503
H 0.7025 -2.9199 3.1560 0.302
I 0.2859 -2.5203 -1.1102 0.247
C 1.2468 -1.3899 -2.6165 0.936
C 1.5495 -1.9295 -3.8280 -0.655
C 2.1491 -1.1256 -4.7901 -0.865
C 2.4562 0.1810 -4.4754 -0.891
C 2.2188 0.7344 -3.1820 0.614
C 2.6230 2.0484 -2.8536 -1.093
C 2.2351 2.5818 -1.6454 -1.117
C 1.3707 1.8375 -0.8053 -0.325
C 1.0178 0.5326 -1.0442 0.335
C 1.5122 -0.0552 -2.2213 -0.133
H 1.3635 -2.9425 -4.0726 0.582
H 2.3845 -1.5349 -5.7471 0.447
H 2.8992 0.8503 -5.1675 0.500
H 3.2096 2.6292 -3.5546 0.420
H 2.5496 3.6097 -1.4177 0.440
H 1.0594 2.3064 0.1034 0.349
C 3.3538 -2.2065 5.5141 -1.714
C 3.0913 -1.6484 4.1095 0.314
C 3.6230 -2.2541 2.9781 -0.726
C 3.4085 -1.7510 1.7253 0.074
C 4.0726 -2.3053 0.4927 -1.443
C 2.5176 -0.6629 1.5685 0.581
C 1.9063 -0.0688 2.6682 0.137
C 2.2392 -0.5952 3.9635 -0.404
N 0.8772 0.7985 2.3760 0.498
C 0.1136 1.6683 3.2582 1.574
C 1.0387 2.8417 3.7022 -1.634
C -0.4925 0.9903 4.4897 -1.519
C -1.0797 2.1149 2.3617 -1.687
H 2.9525 -3.2034 5.5772 0.342
H 2.9184 -1.5524 6.2895 0.338
H 4.4095 -2.2925 5.7226 0.403
H 4.2946 -3.0826 3.1082 0.450
H 4.5558 -1.4945 -0.0432 0.375
H 3.4242 -2.8478 -0.1903 0.192
H 4.8794 -3.0182 0.7543 0.406
H 2.5636 -0.1608 0.5977 0.674
H 1.7650 -0.0911 4.8008 0.079
H 1.8565 2.3334 4.2067 0.377
H 0.5768 3.5430 4.3988 0.426
H 1.4067 3.4454 2.8717 0.336
H 0.1799 0.7695 5.3019 0.523
H -0.9930 0.0601 4.2043 0.202
H -1.2311 1.6535 4.9739 0.442
H -0.7118 2.3932 1.3509 0.337
H -1.6069 2.9762 2.7757 0.549
H -1.7644 1.2903 2.3169 0.466
```

Its LUMO energy is -3.25 eV. The calculation puts the calculated total energy at -64311.656 eV. The total charge is +1. For the highest occupied orbital energy, the calculation gives -10.63 eV.

[2]
Computed, not measured: a 2-piece molecular cluster, C39H41F6N5O4S overall, with ωB97M-V with the def2-TZVPD basis set.

```
96
Properties=species:S:1:pos:R:3:mulliken_charge:R:1
C 6.7820 -0.3168 -1.4314 -1.399
C 5.8751 -1.2548 -2.2263 1.641
C 6.4135 -2.6875 -2.2367 -1.772
C 5.6265 -0.7104 -3.6193 0.458
C 6.5230 -0.9262 -4.6511 -0.473
C 6.3262 -0.3646 -5.8964 -1.517
C 5.2274 0.4384 -6.1221 -0.154
C 4.3187 0.6901 -5.1122 1.101
C 3.1337 1.6048 -5.3177 1.476
C 2.1608 1.0544 -6.3567 -1.527
C 3.5684 3.0308 -5.6462 -1.603
C 4.5122 0.1048 -3.8574 -1.858
N 3.5670 0.3910 -2.8040 1.985
N 3.4334 1.5944 -2.2589 -0.916
N 2.5502 1.4648 -1.2951 1.843
C 2.0339 2.5945 -0.5582 -1.090
C 0.6770 2.9589 -0.6132 0.464
C -0.2976 2.1654 -1.4726 2.673
C 0.0697 2.2687 -2.9501 -0.826
C -1.7715 2.5274 -1.2698 -2.274
C 0.2620 4.0677 0.1068 -0.757
C 1.1502 4.8010 0.8657 -1.642
C 2.4824 4.4471 0.9003 -0.481
C 2.9401 3.3541 0.1890 1.152
C 4.4092 2.9882 0.1840 1.748
C 4.9181 2.6470 1.5858 -1.480
C 5.2363 4.0876 -0.4839 -1.651
C 2.0811 0.1322 -1.1494 -1.045
C 1.1923 -0.3472 -0.1218 -0.182
C 1.3040 0.1363 1.1873 -0.119
C 0.4397 -0.2669 2.1723 -0.332
C 0.6975 0.2099 3.5934 0.774
F -0.4783 0.4757 4.1989 -0.272
F 1.3569 -0.7662 4.2529 -0.246
F 1.4587 1.3246 3.5390 -0.233
C -0.6041 -1.1273 1.8665 -0.845
C -0.7641 -1.5936 0.5698 -0.489
C -1.9735 -2.4300 0.1705 0.647
F -1.9702 -2.5837 -1.1711 -0.280
F -1.9016 -3.6302 0.7691 -0.187
F -3.0884 -1.7823 0.5639 -0.253
C 0.1377 -1.2300 -0.3995 -0.275
C 2.6795 -0.5603 -2.2253 1.072
C 2.5275 -1.8537 -2.6038 -2.402
H 6.3503 0.6829 -1.3628 0.280
H 6.9506 -0.6868 -0.4186 0.399
H 7.7518 -0.2201 -1.9196 0.317
H 4.8971 -1.2763 -1.7184 -0.241
H 5.8128 -3.3306 -2.8797 0.383
H 7.4389 -2.7125 -2.6028 0.370
H 6.4131 -3.1224 -1.2368 0.424
H 7.3957 -1.5277 -4.4706 0.362
H 7.0387 -0.5407 -6.6869 0.384
H 5.0836 0.8974 -7.0839 0.433
H 2.6109 1.6338 -4.3494 -0.669
H 1.8304 0.0483 -6.0954 0.399
H 1.2780 1.6885 -6.4450 0.392
H 2.6357 1.0067 -7.3361 0.355
H 4.2397 3.4246 -4.8821 0.339
H 4.0963 3.0594 -6.5984 0.357
H 2.7097 3.6987 -5.7216 0.402
H -0.1881 1.1135 -1.1711 -1.171
H 1.0872 1.9215 -3.1180 -0.310
H -0.5992 1.6715 -3.5714 0.429
H 0.0064 3.3033 -3.2878 0.350
H -2.0675 2.4518 -0.2233 0.490
H -1.9664 3.5408 -1.6201 0.455
H -2.4192 1.8596 -1.8389 0.424
H -0.7732 4.3598 0.0869 0.489
H 0.8048 5.6560 1.4246 0.396
H 3.1810 5.0329 1.4719 0.456
H 4.5034 2.0758 -0.4289 -0.709
H 4.3236 1.8545 2.0415 0.301
H 5.9576 2.3184 1.5676 0.427
H 4.8606 3.5141 2.2416 0.332
H 4.8636 4.2971 -1.4874 0.373
H 5.1769 5.0139 0.0868 0.352
H 6.2883 3.8134 -0.5639 0.435
H 2.0872 0.8262 1.4433 0.795
H -1.3102 -1.4093 2.6301 0.642
H -0.0215 -1.5658 -1.4068 1.074
H 1.8948 -2.5239 -2.0614 0.452
H 3.0603 -2.2381 -3.4486 0.321
O -1.6579 -10.1565 1.6673 -0.561
N -2.1578 -9.0847 1.3137 0.980
O -3.2283 -9.0145 0.7039 -0.575
C -1.4503 -7.8636 1.6298 -0.136
C -0.3160 -7.8164 2.3648 -0.132
C 0.2141 -6.4999 2.5179 -0.801
N 1.4665 -6.1955 3.2008 0.987
O 1.8857 -5.0368 3.1521 -0.574
O 2.0613 -7.1049 3.7820 -0.584
C -0.5205 -5.5453 1.9097 0.116
S -1.8747 -6.2551 1.1410 0.021
H 0.1560 -8.6944 2.7861 0.524
H -0.3087 -4.4903 1.8963 0.791
```

Its LUMO energy is -1.20 eV. The calculation puts the calculated total energy at -83882.628 eV. The total charge is 0. For the highest occupied orbital energy, the calculation gives -6.59 eV.

[3]
Computed, not measured: C39H41N3O6PtSTe as an isolated structure, with ωB97M-V with the def2-TZVPD basis set.

```
92
Properties=species:S:1:pos:R:3:mulliken_charge:R:1
Pt -0.4064 -0.1420 -0.8434 0.994
C 2.1036 -5.5377 -3.8748 -1.247
C 1.6431 -4.8776 -2.6020 0.900
C 2.1900 -3.6580 -2.2079 -0.748
C 1.7562 -3.0234 -1.0582 0.165
C 0.7712 -3.6107 -0.2737 -0.777
C 0.2145 -4.8218 -0.6500 -0.547
C 0.6523 -5.4477 -1.8119 -0.988
S 0.1767 -2.7556 1.1748 1.441
O -0.4554 -3.7746 1.9976 -0.890
O 1.3442 -2.0970 1.7323 -0.621
N -0.8462 -1.6628 0.7068 0.028
C -2.2410 -2.0448 0.5309 -0.587
C -3.0723 -0.7624 0.3923 0.555
O -4.2705 -0.7898 0.6906 -0.826
O -2.4320 0.2530 -0.0461 -0.748
H 3.1931 -5.6084 -3.9095 0.305
H 1.7922 -4.9542 -4.7446 0.105
H 1.6916 -6.5440 -3.9696 0.382
H 2.9498 -3.1817 -2.8195 0.580
H 2.1649 -2.0627 -0.7813 0.408
H -0.5480 -5.2686 -0.0254 0.480
H 0.2142 -6.3961 -2.1076 0.301
H -2.6189 -2.6268 1.3712 0.317
H -2.3949 -2.6296 -0.3891 0.259
C 9.2424 4.6579 -2.8073 -1.510
C 7.8818 4.0351 -2.6307 0.760
C 7.4202 3.6510 -1.3814 -1.012
C 6.1699 3.0594 -1.2062 1.255
C 5.7440 2.6991 0.1904 -1.292
C 5.3445 2.8201 -2.3171 -0.603
Te 3.4307 1.8042 -2.1245 0.529
N 1.1040 0.0542 -2.1983 -0.479
C 0.5628 -0.7783 -3.0419 0.108
O -0.5330 -1.4178 -2.7433 -0.878
C 1.1459 -1.1095 -4.3881 0.067
C 0.6955 -2.2442 -5.0610 -0.727
C 1.2276 -2.5934 -6.2946 -0.495
C 2.2151 -1.8091 -6.8788 -0.474
C 2.6589 -0.6697 -6.2191 -0.497
C 2.1268 -0.3237 -4.9845 0.193
C 4.3163 0.0711 -1.2853 0.606
C 5.2137 -0.7054 -2.0273 0.876
C 5.6305 -0.3503 -3.4302 -1.326
C 5.7290 -1.8692 -1.4577 -1.073
C 5.3706 -2.2791 -0.1831 0.639
C 5.8717 -3.5772 0.3916 -1.737
C 4.4891 -1.4884 0.5401 -0.692
C 3.9494 -0.3197 0.0118 1.251
C 2.9161 0.4179 0.8113 -1.710
C 5.7942 3.2345 -3.5825 1.338
C 4.9909 3.0398 -4.8478 -1.966
C 7.0470 3.8283 -3.7184 -0.788
H 9.7074 4.8619 -1.8422 0.342
H 9.1793 5.5986 -3.3587 0.352
H 9.9091 3.9964 -3.3661 0.289
H 8.0458 3.8208 -0.5095 0.232
H 6.4089 3.1554 0.9256 0.415
H 5.7520 1.6181 0.3416 0.225
H 4.7228 3.0339 0.3788 0.236
H -0.0743 -2.8380 -4.5846 0.491
H 0.8726 -3.4828 -6.8045 0.456
H 2.6325 -2.0821 -7.8417 0.383
H 3.4254 -0.0470 -6.6684 0.381
H 2.4683 0.5577 -4.4582 0.484
H 4.7574 -0.1834 -4.0628 0.031
H 6.2245 -1.1568 -3.8642 0.429
H 6.2284 0.5634 -3.4462 0.178
H 6.4068 -2.4834 -2.0438 0.224
H 6.5764 -4.0631 -0.2850 0.364
H 5.0381 -4.2614 0.5641 0.307
H 6.3704 -3.4200 1.3507 0.364
H 4.1499 -1.8142 1.5177 0.321
H 2.8657 0.0254 1.8247 0.620
H 1.9482 0.2467 0.3349 -0.058
H 3.0778 1.4950 0.8234 -0.085
H 3.9244 2.9645 -4.6585 0.294
H 5.2903 2.1153 -5.3512 0.227
H 5.1672 3.8677 -5.5376 0.522
H 7.3757 4.1372 -4.7080 0.391
O -0.0137 2.2243 0.9398 -0.697
N -0.8147 1.7325 1.8207 0.632
C -2.0271 2.2952 2.0262 -0.246
C -2.9373 1.7377 2.8928 -0.615
C -2.6216 0.5731 3.5753 -0.282
C -1.3742 0.0132 3.3591 -0.879
C -0.4843 0.6079 2.4918 0.423
H -2.2173 3.1575 1.4077 0.385
H -3.9112 2.1980 2.9860 0.348
H -3.3453 0.0898 4.2166 0.343
H -1.0786 -0.9214 3.8162 0.393
H 0.4761 0.1836 2.2450 0.180
```

Its LUMO energy (spin up / spin down) is 3.78 / 3.78 eV. The calculation puts the calculated total energy at -79237.847 eV. The total charge is -2. As for the expectation value of S²: 2.009. Its multiplicity is 3. For the highest occupied orbital energy (spin up / spin down), the calculation gives -1.34 / -2.04 eV.

[4]
Computed, not measured: C39H42CaN2O15P3 as an isolated structure, with ωB97M-V with the def2-TZVPD basis set.

```
102
Properties=species:S:1:pos:R:3:mulliken_charge:R:1
Ca -0.4663 0.7026 -0.2209 2.801
C -1.9564 4.2778 -3.4445 -1.865
C -1.9554 2.9862 -2.6426 1.450
O -3.1802 2.2658 -2.8739 -0.649
P -1.9575 3.3213 -0.8380 -0.030
O -3.1732 4.3296 -0.5841 -0.680
O -0.7306 4.2212 -0.4461 -0.671
O -2.1166 2.0612 -0.0508 -0.354
P -0.5332 1.8662 -3.1012 0.486
O 0.7217 2.5496 -2.3200 -0.493
O -0.3206 1.8656 -4.5614 -0.938
O -0.8070 0.6031 -2.3146 -0.436
H -2.8922 4.8141 -3.2851 0.401
H -1.8389 4.0438 -4.5012 0.412
H -1.1334 4.9225 -3.1264 0.395
H -3.0059 1.3276 -2.7151 0.228
H -3.9829 3.8226 -0.4178 0.374
H -0.0345 3.6542 -0.0116 0.269
H 1.1316 3.2470 -2.8486 0.294
O 2.0477 3.2752 2.1834 -0.766
C 1.0429 2.6041 2.0102 -0.739
O 0.5781 2.1874 0.8726 0.680
C 0.2484 2.1320 3.2180 0.765
C 0.7946 2.2820 4.4841 -0.841
C 0.0854 1.8282 5.5781 -0.390
C -1.1653 1.2571 5.4650 -0.171
C -1.6973 1.1672 4.2024 -0.607
C -1.0187 1.5801 3.0749 -0.378
N -3.0805 0.6424 4.0611 1.377
O -3.6834 0.9275 3.0499 -0.645
O -3.5279 -0.0033 4.9895 -0.706
N 0.6678 1.9805 6.9353 1.075
O -0.0099 1.6399 7.8831 -0.638
O 1.7818 2.4483 7.0207 -0.640
H 1.7618 2.7501 4.5946 0.623
H -1.7051 0.9132 6.3325 0.611
H -1.4817 1.4724 2.1062 1.448
O 1.3940 -0.4771 -0.5385 -0.782
P 2.3513 -0.6007 -1.6937 0.195
C 3.4575 -2.0168 -1.4153 0.761
C 3.7361 -2.3525 -0.0894 -0.511
C 4.6358 -3.3693 0.2000 -0.686
C 5.2665 -4.0525 -0.8320 -0.504
C 4.9873 -3.7289 -2.1544 -0.687
C 4.0823 -2.7158 -2.4478 -0.284
C 3.5056 0.7795 -1.8241 0.887
C 4.5549 0.7980 -2.7471 -0.495
C 5.4214 1.8799 -2.7879 -0.701
C 5.2608 2.9361 -1.8953 -0.582
C 4.2505 2.8978 -0.9436 -0.549
C 3.3749 1.8197 -0.9064 -1.082
C 1.6190 -1.0133 -3.2807 0.898
C 0.6283 -1.9998 -3.2381 -0.538
C 0.0620 -2.4615 -4.4102 -0.706
C 0.4924 -1.9555 -5.6348 -0.598
C 1.4761 -0.9820 -5.6799 -0.803
C 2.0377 -0.5028 -4.5005 -0.187
H 3.2300 -1.8163 0.7063 0.311
H 4.8467 -3.6280 1.2310 0.424
H 5.9721 -4.8443 -0.6060 0.366
H 5.4712 -4.2699 -2.9591 0.403
H 3.8484 -2.4822 -3.4807 0.333
H 4.7126 -0.0379 -3.4183 0.426
H 6.2283 1.8959 -3.5113 0.409
H 5.9345 3.7848 -1.9387 0.383
H 4.1269 3.6957 -0.2204 0.546
H 2.5817 1.7973 -0.1687 0.369
H 0.2909 -2.3762 -2.2792 0.399
H -0.7218 -3.2088 -4.3742 0.423
H 0.0409 -2.3096 -6.5540 0.355
H 1.7898 -0.5667 -6.6300 0.392
H 2.7653 0.2960 -4.5421 0.432
C -4.7291 0.0266 -0.5548 -1.677
C -3.4821 -0.8565 -0.6272 2.407
C -3.5158 -1.7784 -1.8477 -1.722
C -3.2999 -1.6379 0.6714 0.137
C -4.2794 -2.5376 1.0810 0.017
C -4.1708 -3.2526 2.2672 -1.485
C -3.0510 -3.0461 3.0643 -0.077
C -2.0527 -2.1566 2.6886 0.253
C -0.7926 -1.9621 3.5099 1.962
C -1.0497 -1.9423 5.0168 -1.930
C 0.2360 -3.0405 3.1529 -1.622
C -2.1494 -1.4513 1.4711 0.299
O -1.1741 -0.6514 1.1020 -1.350
H -4.8196 0.6726 -1.4344 0.436
H -4.6894 0.6581 0.3360 0.235
H -5.6311 -0.5899 -0.4944 0.363
H -2.6182 -0.2010 -0.7487 -0.791
H -4.3879 -2.4386 -1.8166 0.376
H -2.6175 -2.4007 -1.8817 0.307
H -3.5583 -1.2018 -2.7799 0.405
H -5.1556 -2.6849 0.4527 0.325
H -4.9420 -3.9522 2.5665 0.375
H -2.9586 -3.5882 4.0038 0.280
H -0.3705 -1.0038 3.2103 -0.757
H -1.2532 -2.9478 5.4003 0.456
H -1.9048 -1.3081 5.2723 0.314
H -0.1693 -1.5625 5.5475 0.355
H -0.1856 -4.0337 3.3366 0.274
H 1.1512 -2.9343 3.7483 0.443
H 0.5019 -2.9745 2.0935 0.326
```

Its LUMO energy is 1.61 eV. The calculation puts the calculated total energy at -121133.077 eV. The total charge is -1. For the highest occupied orbital energy, the calculation gives -4.63 eV.